{
  "formula": "C7H12",
  "method": "ωB97M-V/def2-TZVPD",
  "relative_energy_kj_mol": 359.6,
  "homo_energy_ev": -8.02,
  "smiles": "C=C(C)C/C=C/C",
  "homo_lumo_gap_ev": 9.092,
  "symbols": ["C", "C", "C", "C", "C", "C", "C", "H", "H", "H", "H", "H", "H", "H", "H", "H", "H", "H", "H"],
  "positions_angstrom": [[-1.115183, 1.066334, 1.760950], [-1.177148, 0.447015, 0.589692], [-2.075029, 1.094720, -0.565518], [-0.644236, -0.976895, 0.471719], [0.424379, -1.051197, -0.632807], [1.761812, -1.261074, -0.291615], [2.738573, -0.321974, -0.814700], [-1.893886, 1.722345, 2.141946], [-0.538438, 0.748741, 2.453516], [-2.062596, 0.388467, -1.445730], [-3.060730, 1.412128, -0.215717], [-1.565449, 1.934470, -0.941719], [-1.556798, -1.495912, 0.071726], [-0.395011, -1.228356, 1.497304], [0.233814, -0.710745, -1.673212], [2.077499, -2.111481, 0.304001], [3.806505, -0.292588, -0.629518], [2.503515, 0.629825, -0.277901], [2.538405, 0.006180, -1.802418]],
  "atomic_forces_ev_per_a": [[-4.2, 1.6, -3.6], [-1.7, 1.1, -1.0], [1.3, -2.7, 0.5], [-1.1, 0.2, -2.7], [2.5, -0.6, 1.5], [-2.6, -0.7, -0.9], [0.8, 2.6, 0.6], [0.4, 0.8, -0.7], [3.9, -2.5, 4.7], [-0.7, 0.6, 1.0], [0.1, -0.4, -0.1], [0.7, 1.3, -0.3], [0.5, -0.1, 0.9], [0.5, -0.8, -0.4], [-0.2, 0.7, 1.1], [-0.3, 0.7, 1.1], [0.3, -1.4, -0.2], [0.0, -0.4, -0.1], [-0.1, 0.0, -1.4]],
  "lowdin_charge": [0.03, -0.32, -0.04, -0.17, -0.10, -0.17, -0.14, 0.08, -0.02, 0.08, 0.07, 0.04, 0.12, 0.11, 0.11, 0.10, 0.07, 0.09, 0.06]
}

{
  "formula": "C7H12",
  "method": "ωB97M-V/def2-TZVPD",
  "relative_energy_kj_mol": 318.2,
  "homo_energy_ev": -8.75,
  "smiles": "CC1=CC1.C=CC",
  "homo_lumo_gap_ev": 9.873,
  "symbols": ["C", "C", "C", "C", "H", "H", "H", "H", "H", "H", "C", "C", "C", "H", "H", "H", "H", "H", "H"],
  "positions_angstrom": [[0.553328, 0.124023, 1.582831], [1.463009, 0.190182, 0.422236], [2.291345, 0.870247, -0.300229], [2.424729, -0.620571, -0.387964], [1.172446, 0.350112, 2.454404], [-0.246022, 0.868690, 1.532576], [0.116859, -0.869317, 1.709314], [2.698551, 1.819171, -0.607675], [2.097680, -1.144663, -1.290892], [3.233069, -1.141803, 0.133493], [-0.686988, -0.253421, -1.433087], [-1.608347, -0.591288, -0.537445], [-2.610350, 0.370309, 0.034628], [-0.012769, -0.984847, -1.867163], [-0.566444, 0.777384, -1.760311], [-1.672477, -1.627084, -0.201564], [-3.539699, 0.321395, -0.544655], [-2.244894, 1.402243, -0.013459], [-2.863020, 0.139244, 1.074962]],
  "atomic_forces_ev_per_a": [[0.0, 0.1, 0.1], [0.4, 0.3, 0.1], [-0.2, 0.1, 0.1], [0.2, -0.4, -0.1], [-0.2, -0.1, 0.2], [0.1, -0.1, 0.0], [0.0, 0.2, -0.1], [0.0, -0.1, 0.0], [-0.1, 0.0, 0.2], [0.1, 0.1, -0.1], [-0.2, -0.1, 0.0], [0.1, 0.0, -0.3], [-0.1, 0.1, 0.0], [-0.1, 0.1, 0.1], [-0.1, -0.1, 0.0], [0.0, 0.1, -0.1], [0.0, 0.0, 0.1], [-0.1, -0.2, 0.0], [0.1, 0.0, -0.1]],
  "lowdin_charge": [-0.05, -0.30, -0.01, -0.13, 0.09, 0.07, 0.08, 0.09, 0.06, 0.08, -0.03, -0.26, -0.12, 0.05, 0.07, 0.10, 0.07, 0.07, 0.07]
}

{
  "formula": "C7H12",
  "method": "ωB97M-V/def2-TZVPD",
  "relative_energy_kj_mol": 100.1,
  "homo_energy_ev": [-14.55, -14.08],
  "charge": 1,
  "homo_lumo_gap_ev": [11.048, 6.051],
  "spin_multiplicity": 2,
  "symbols": ["C", "C", "C", "C", "C", "C", "C", "H", "H", "H", "H", "H", "H", "H", "H", "H", "H", "H", "H"],
  "positions_angstrom": [[0.034116, 2.502363, 0.589045], [0.268698, 1.052959, 0.817796], [-0.525516, 0.334112, 1.678656], [1.350601, 0.351561, 0.056726], [0.821466, -1.008593, -0.245078], [-0.124745, -1.161898, -1.206424], [-1.010309, -2.328109, -1.506243], [-0.650708, 2.579719, -0.253353], [-0.249591, 3.058170, 1.488553], [0.985300, 3.039596, 0.487216], [-1.239883, 0.897329, 2.261399], [-0.402962, -0.698470, 1.970088], [2.164569, 0.324314, 0.769846], [1.690306, 0.916819, -0.810429], [1.051766, -1.779434, 0.476877], [-0.376337, -0.378034, -1.921171], [-1.043672, -3.012452, -0.662100], [-0.725199, -2.784549, -2.442036], [-2.017893, -1.905409, -1.549368]],
  "atomic_forces_ev_per_a": [[1.1, 0.4, 0.9], [-0.4, -0.3, -0.2], [0.0, 0.5, 0.5], [0.4, -0.1, 0.5], [-0.4, 0.8, 0.4], [-1.0, -0.4, -1.0], [0.2, 0.6, 1.6], [0.0, 0.6, 0.0], [-1.2, -0.6, 0.0], [0.0, -0.4, -1.2], [-0.3, -0.1, 0.0], [0.2, -0.1, -0.3], [0.7, -0.2, -0.1], [-0.1, 0.1, -0.1], [0.0, -0.4, -0.3], [0.6, 0.5, 0.4], [0.3, -0.5, -0.3], [-0.1, -0.3, -0.3], [0.0, -0.1, -0.5]],
  "lowdin_spin": [0.02, 0.17, 0.30, 0.02, 0.18, 0.20, 0.03, 0.01, 0.01, 0.00, 0.01, 0.01, 0.00, 0.01, 0.00, 0.00, 0.00, 0.01, 0.01]
}

{
  "formula": "C7H12AlN2S2",
  "method": "ωB97M-V/def2-TZVPD",
  "relative_energy_kj_mol": 597.8,
  "homo_energy_ev": -4.82,
  "charge": -1,
  "homo_lumo_gap_ev": 5.938,
  "symbols": ["Al", "C", "C", "C", "S", "C", "S", "N", "C", "C", "N", "C", "H", "H", "H", "H", "H", "H", "H", "H", "H", "H", "H", "H"],
  "positions_angstrom": [[2.725366, -1.625968, 0.659627], [1.063054, -0.750155, -0.163361], [1.356991, 0.560450, -1.103331], [1.378212, 1.995802, -0.303966], [-0.305647, 2.790441, -0.068370], [-1.444700, 1.739121, 0.985567], [-1.816390, 2.095971, 2.639120], [-2.060900, 0.507470, 0.288992], [-2.376482, -0.781088, 1.016031], [-2.941407, -1.695424, -0.221801], [-2.914931, -0.914667, -1.539698], [-2.359887, 0.465476, -1.210471], [2.495635, -3.216460, 0.549661], [4.108132, -1.144525, 0.060078], [2.714207, -1.321940, 2.244098], [0.553928, -1.561750, -0.866076], [0.381186, -0.398260, 0.720321], [0.618378, 0.631257, -2.038264], [2.444709, 0.411953, -1.571187], [2.007516, 1.876521, 0.683001], [2.001343, 2.744956, -0.993738], [-2.206097, -0.997707, 2.153605], [-3.265646, -2.804268, -0.011302], [-2.156570, 1.392796, -1.908540]],
  "atomic_forces_ev_per_a": [[-0.8, -0.2, 0.4], [-0.8, 1.1, -1.1], [0.5, -0.2, -0.6], [1.9, -1.6, -0.9], [-0.3, -0.6, 0.8], [-0.6, -1.6, 1.1], [0.8, -0.8, -3.9], [0.0, -0.1, -0.3], [-1.6, -0.5, -6.1], [2.2, 4.7, 2.3], [2.0, 3.3, 5.1], [-1.0, -5.1, 2.9], [0.1, -0.3, -0.2], [0.4, 0.3, -0.4], [0.0, 0.2, 0.3], [0.6, 1.7, 1.7], [0.9, -0.9, -1.7], [1.4, 0.1, 2.0], [-2.2, 0.5, 0.9], [-1.6, 0.3, -1.7], [-1.8, -1.2, 1.5], [-0.3, 0.8, -2.7], [0.7, 2.6, -1.1], [-0.5, -2.4, 1.7]],
  "lowdin_charge": [0.09, -0.39, -0.36, -0.48, 0.74, -0.94, 0.55, -0.20, -0.04, -0.11, -0.03, -0.08, -0.17, -0.17, -0.17, 0.06, 0.02, 0.09, 0.09, 0.10, 0.09, 0.11, 0.09, 0.11]
}

{
  "formula": "C7H12BF6N3",
  "method": "ωB97M-V/def2-TZVPD",
  "homo_energy_ev": -8.13,
  "smiles": "CN(C)B(N=C(C(F)(F)F)C(F)(F)F)N(C)C",
  "homo_lumo_gap_ev": 7.922,
  "symbols": ["C", "N", "C", "B", "N", "C", "C", "F", "F", "F", "C", "F", "F", "F", "N", "C", "C", "H", "H", "H", "H", "H", "H", "H", "H", "H", "H", "H", "H"],
  "positions_angstrom": [[1.599118, -1.531137, 0.757782], [0.897915, -1.212173, -0.372139], [0.069838, -2.153223, -1.084330], [0.422337, 0.215709, -0.343699], [-0.978551, 0.559134, -0.570892], [-1.974132, 0.194888, 0.126705], [-3.256644, -0.237553, -0.622885], [-3.738882, 0.803754, -1.344545], [-2.821058, -1.288368, -1.333466], [-4.173046, -0.589155, 0.345290], [-1.551300, -0.269028, 1.493716], [-1.218456, -1.568055, 1.472503], [-2.508508, 0.006411, 2.416311], [-0.473297, 0.400516, 1.776513], [1.295708, 1.367535, -0.255229], [2.456289, 1.549732, -1.014353], [0.807691, 2.492965, 0.577692], [0.931448, -1.827648, 1.573326], [2.032976, -0.632282, 1.225827], [2.432838, -2.196738, 0.468709], [-0.946750, -1.722447, -0.978035], [0.111348, -3.196356, -0.755464], [0.394732, -2.161716, -2.106188], [2.151133, 1.505099, -1.992122], [2.923073, 2.441643, -0.779555], [3.169398, 0.720188, -0.832454], [-0.291866, 2.553876, 0.603319], [1.255176, 2.316100, 1.534370], [0.981474, 3.458331, 0.013295]],
  "atomic_forces_ev_per_a": [[2.1, -0.5, 2.2], [-2.0, 4.1, -2.2], [-0.8, 0.4, 0.5], [1.9, 0.6, -0.7], [-2.2, -1.4, -0.3], [2.0, 0.2, -2.0], [1.0, 1.8, 2.7], [0.1, -1.9, 0.1], [-2.2, 0.5, -0.4], [0.4, -0.2, -1.9], [-2.3, -0.1, 0.0], [-0.9, -0.1, 0.7], [0.8, -0.7, 0.0], [1.2, 0.5, 1.9], [-3.0, -0.7, 2.0], [1.1, -2.6, 1.2], [-0.3, 0.4, -2.7], [0.5, -1.1, 0.0], [0.3, -0.1, -0.5], [-0.3, -0.3, 1.0], [0.7, -1.4, -0.7], [0.0, 0.3, 0.5], [-0.2, 0.0, -0.8], [0.0, 0.2, -2.9], [1.0, 1.9, 0.3], [0.0, 0.4, -0.2], [0.3, -0.6, 0.4], [0.0, 1.0, 0.8], [0.7, -0.7, 1.1]],
  "lowdin_charge": [-0.14, -0.13, -0.05, -0.57, 0.31, -0.06, -0.49, 0.16, 0.15, 0.13, -0.57, 0.17, 0.16, 0.18, -0.13, -0.08, -0.05, 0.08, 0.10, 0.10, 0.06, 0.10, 0.08, 0.06, 0.06, 0.10, 0.07, 0.08, 0.11]
}

{
  "formula": "C7H12BNO",
  "method": "ωB97M-V/def2-TZVPD",
  "homo_energy_ev": [-5.74, -8.01],
  "homo_lumo_gap_ev": [6.027, 7.208],
  "spin_multiplicity": 3,
  "symbols": ["B", "C", "C", "C", "C", "C", "C", "C", "N", "O", "H", "H", "H", "H", "H", "H", "H", "H", "H", "H", "H", "H"],
  "positions_angstrom": [[-0.663935, 0.634112, 0.601204], [0.082919, -1.855589, 0.815645], [4.387002, 0.994476, -0.883969], [1.760976, -0.043868, 0.235430], [2.981085, -0.604183, 0.077099], [0.421924, -0.548547, 0.672117], [-3.755094, -0.463418, -0.183933], [-2.928592, 0.470027, -0.975941], [4.113644, 0.143975, 0.007938], [-0.677398, 1.793601, 1.250946], [0.808229, -2.620824, 1.147730], [-1.043491, -1.991254, 1.024810], [5.372880, 1.450027, -0.774190], [3.836197, 1.255614, -1.743986], [1.580339, 1.093549, 0.017525], [3.078453, -1.677624, 0.314028], [-3.491451, -0.379629, 0.910140], [-4.720741, -0.458399, -0.513927], [-3.407572, -1.442778, -0.622444], [-2.982538, 0.282125, -2.055787], [-3.428351, 1.484901, -0.661795], [-1.324481, 2.483714, 1.341358]],
  "atomic_forces_ev_per_a": [[0.8, -1.2, 0.6], [-1.8, 0.7, 1.8], [1.6, -0.4, 1.4], [-0.9, 2.3, -0.4], [-2.7, -0.4, 1.1], [0.2, 0.4, -1.3], [4.9, -2.7, 0.3], [-4.0, 3.0, -0.4], [1.3, 0.1, -0.6], [1.2, -0.4, 0.6], [-0.5, 0.3, -0.8], [1.9, -0.4, -0.3], [-0.2, 0.3, -0.1], [-1.1, 0.1, -1.0], [1.4, -1.9, 0.4], [0.3, 0.6, -0.3], [-0.9, -0.3, -1.0], [-3.0, 0.6, -0.1], [-0.3, 0.1, 1.3], [0.6, 0.2, 0.3], [2.0, -0.9, -1.0], [-0.6, -0.1, -0.6]],
  "lowdin_spin": [0.53, 0.14, -0.01, 0.02, -0.01, 0.11, 0.13, 0.78, 0.00, 0.14, 0.01, 0.02, 0.00, 0.00, 0.00, 0.00, 0.02, 0.03, 0.01, 0.04, 0.03, 0.01]
}

{
  "formula": "C7H12BNO4",
  "method": "ωB97M-V/def2-TZVPD",
  "relative_energy_kj_mol": 554.5,
  "homo_energy_ev": [-8.03, -8.03],
  "homo_lumo_gap_ev": [7.644, 7.645],
  "symbols": ["B", "C", "C", "C", "C", "C", "C", "C", "N", "O", "O", "O", "O", "H", "H", "H", "H", "H", "H", "H", "H", "H", "H", "H", "H"],
  "positions_angstrom": [[0.178416, -2.275004, -0.240426], [-2.330887, 0.966009, 0.464119], [-1.343602, 1.071995, 1.493214], [-2.265809, 0.318989, -0.702860], [-0.421940, 0.277857, 1.937094], [-1.049040, -0.371194, -1.369122], [1.914605, -0.073213, 1.959500], [0.493917, 1.458153, -1.383193], [-0.346715, -1.001911, -0.369352], [0.773986, -2.722540, 0.949438], [0.181375, -3.269125, -1.324399], [0.626345, -0.069538, 2.618193], [-0.334982, 0.571134, -2.098183], [-3.240239, 1.387538, 0.761037], [-1.335953, 2.009858, 1.969481], [-3.238084, 0.019523, -0.997153], [-1.494687, -1.049452, -2.042306], [2.340036, 0.965919, 2.056923], [1.659577, -0.456015, 0.952292], [2.408104, -0.936591, 2.492402], [-0.147154, 2.299727, -1.211748], [1.310103, 1.770794, -1.950551], [0.992907, 1.069213, -0.440254], [1.114080, -3.607291, 0.878732], [-0.476955, -3.275685, -2.021072]],
  "atomic_forces_ev_per_a": [[-0.6, -1.3, -1.8], [0.6, -1.2, -1.1], [1.4, 0.0, 0.0], [0.5, -0.5, 1.2], [2.3, -1.4, -0.9], [-1.0, 0.9, 2.3], [0.2, -0.9, -0.1], [-0.7, -0.7, 1.7], [1.1, 0.0, 2.8], [-0.2, 0.9, -0.3], [0.4, 0.4, 1.5], [-3.4, 0.7, -0.6], [1.2, -0.2, -1.3], [-1.4, 0.5, 0.3], [0.0, 1.2, 1.2], [-0.9, 0.3, -1.4], [-0.2, -0.9, -1.5], [-0.1, -1.4, -0.2], [0.7, 0.7, 0.2], [0.1, 1.5, -0.5], [0.0, 0.9, 0.8], [1.1, 0.4, -1.6], [-1.2, 0.1, -1.0], [0.1, -0.5, -0.2], [0.0, 0.5, 0.2]],
  "lowdin_charge": [-0.75, -0.10, -0.07, 0.04, 0.06, -0.44, -0.01, -0.09, 0.19, 0.11, 0.07, -0.02, -0.10, 0.09, 0.12, 0.10, 0.13, 0.12, 0.06, 0.12, 0.08, 0.06, 0.08, 0.08, 0.06]
}

{
  "formula": "C7H12CaNS6Sb",
  "method": "ωB97M-V/def2-TZVPD",
  "homo_energy_ev": [-4.46, -4.80],
  "charge": -1,
  "homo_lumo_gap_ev": [6.755, 6.766],
  "spin_multiplicity": 2,
  "symbols": ["Ca", "C", "C", "S", "C", "C", "S", "C", "C", "S", "H", "H", "H", "H", "H", "H", "H", "H", "H", "H", "H", "H", "S", "Sb", "S", "S", "N", "C"],
  "positions_angstrom": [[-0.259002, -2.381331, -0.832266], [0.967446, -0.032186, 2.203254], [-0.312098, 0.790952, 2.065761], [-1.586120, -0.103606, 1.130363], [-2.154690, 1.169212, -0.017063], [-1.105291, 1.756690, -0.948929], [-0.194801, 0.525802, -1.925070], [1.512774, 1.044276, -1.631508], [2.014767, 0.986335, -0.189631], [1.732681, -0.595010, 0.661484], [0.745280, -0.968696, 2.719144], [1.706511, 0.510149, 2.796531], [-0.115180, 1.747543, 1.581895], [-0.683236, 1.016524, 3.067762], [-2.643043, 1.980231, 0.528763], [-2.919372, 0.642271, -0.590400], [-0.371864, 2.342245, -0.394113], [-1.599068, 2.444228, -1.638867], [1.645189, 2.060023, -2.011698], [2.094955, 0.368959, -2.257262], [1.558714, 1.768689, 0.417156], [3.088973, 1.177373, -0.198348], [-1.005187, -5.069967, -0.489840], [-2.808171, -3.839841, 0.534514], [-0.764885, -3.355699, 1.756818], [-3.001204, -2.082432, -1.038972], [2.710994, -1.808929, -2.939275], [1.744933, -2.093814, -2.360192]],
  "atomic_forces_ev_per_a": [[0.1, 0.5, 0.0], [-0.1, -0.1, 0.0], [0.0, 0.0, 0.0], [0.0, 0.0, 0.0], [0.0, 0.0, 0.0], [0.0, 0.0, 0.0], [0.0, 0.0, 0.0], [0.0, 0.0, 0.0], [0.0, 0.0, -0.1], [0.1, 0.0, 0.0], [0.0, 0.0, 0.0], [0.0, 0.0, 0.0], [0.0, 0.0, 0.0], [0.0, 0.0, 0.0], [0.0, 0.0, 0.0], [0.0, 0.0, 0.0], [0.0, 0.0, 0.0], [0.0, 0.0, 0.0], [0.0, 0.0, 0.0], [0.0, 0.0, 0.0], [0.0, 0.0, 0.0], [0.0, 0.0, 0.0], [0.0, -0.2, 0.0], [-0.1, -0.1, 0.0], [0.0, 0.0, 0.1], [-0.1, -0.2, 0.0], [0.0, 0.0, 0.0], [0.0, -0.2, 0.0]],
  "lowdin_spin": [-0.01, 0.01, 0.00, 0.01, 0.00, 0.00, 0.00, 0.00, 0.00, 0.00, 0.01, 0.00, 0.00, 0.00, 0.00, 0.00, 0.00, 0.00, 0.00, 0.00, 0.00, 0.00, 0.53, -0.01, 0.47, -0.01, 0.00, 0.00]
}

| no. | E_tot (hartree) | strongest force on any atom (eV Å⁻¹) |
| --- | --- | --- |
| 1 | -273.771597 | 6.62 |
| 2 | -273.787342 | 0.44 |
| 3 | -273.540480 | 1.73 |
| 4 | -1422.007926 | 6.40 |
| 5 | -1062.224431 | 5.10 |
| 6 | -428.503621 | 5.61 |
| 7 | -654.383365 | 3.55 |
| 8 | -3635.889667 | 0.48 |